No. 1
Below is a single C5H9NO4 molecule, with properties calculated with ωB97M-V/def2-TZVPD.

Atoms and positions in Å:
1 O 3.00 1.34 4.00
2 O -0.92 -0.43 -0.52
3 O 2.76 0.27 2.16
4 O 0.35 1.52 -0.87
5 N 2.51 1.41 2.94
6 C -0.82 2.19 -1.33
7 C 2.43 0.42 0.82
8 C 1.07 -0.15 0.61
9 C 0.22 0.35 -0.26
10 C -1.62 -1.08 0.54
11 H 3.18 -0.09 0.17
12 H 0.70 -1.07 1.04
13 H -1.06 -2.01 0.95
14 H -1.75 2.00 -0.93
15 H -0.99 1.98 -2.44
16 H 2.54 1.52 0.69
17 H -2.49 -1.35 0.00
18 H -1.64 -0.38 1.38
19 H -0.62 3.39 -1.34

Calculated values
* LUMO level: 0.5 eV
* M: 147.13 g mol⁻¹
* multiplicity: 1
* charge: 0
* gap between HOMO and LUMO: 9.10 eV
* SMILES string: COC(=CCON=O)OC
* HOMO energy: -0.315 hartree
* ΔE to the lowest compared entry with this formula, charge and spin: 653.2 kJ/mol

Atom charges from the Mulliken analysis, given in e for atoms 1 to 6: atom 1 (O): -0.330, atom 2 (O): -0.416, atom 3 (O): -0.163, atom 4 (O): -0.340, atom 5 (N): 0.132, atom 6 (C): -0.704

No. 2
Below is 2 unconnected molecules or ions with the total composition C5H9NO4, with properties calculated with ωB97M-V/def2-TZVPD.

Atoms and positions in Å:
1 O 0.01 -2.52 -0.19
2 O 2.58 0.53 -1.35
3 O -0.22 1.10 0.11
4 O 2.81 0.24 0.88
5 N 0.12 -0.49 1.91
6 C -0.29 -1.15 -0.43
7 C -1.25 1.93 0.47
8 C -0.71 -0.89 -1.89
9 C 2.64 0.34 -0.24
10 C -0.16 -0.20 0.53
11 H -1.14 2.90 -0.09
12 H -2.39 1.71 0.24
13 H -1.68 -1.30 -1.98
14 H 0.93 -1.02 2.17
15 H -1.18 2.10 1.50
16 H -0.78 0.23 -2.02
17 H 0.25 -2.53 0.69
18 H 0.05 -1.38 -2.60
19 H 0.41 0.42 2.28

Calculated values
* LUMO level: 0.6 eV
* M: 147.13 g mol⁻¹
* multiplicity: 1
* charge: 0
* gap between HOMO and LUMO: 8.53 eV
* SMILES string: CO/C(N)=C(\C)O.O=C=O
* HOMO energy: -0.293 hartree
* ΔE to the lowest compared entry with this formula, charge and spin: 241.7 kJ/mol

Atom charges from the Mulliken analysis, given in e for atoms 1 to 6: atom 1 (O): -0.552, atom 2 (O): -0.345, atom 3 (O): -0.269, atom 4 (O): -0.405, atom 5 (N): -0.737, atom 6 (C): 0.346

No. 3
Below is a single C5H9NOS molecule, with properties calculated with ωB97M-V/def2-TZVPD.

Atoms and positions in Å:
1 S -0.71 1.15 -1.39
2 O 1.85 1.09 0.66
3 N -0.66 -1.24 0.47
4 C 0.20 -0.42 -1.63
5 C 0.56 -1.12 -0.35
6 C -1.13 1.19 0.32
7 C -0.47 0.10 1.08
8 C 1.04 -0.10 0.78
9 H 1.45 1.75 -0.04
10 H -0.76 0.04 2.14
11 H -2.24 1.12 0.45
12 H 1.46 -0.68 1.62
13 H -0.75 2.13 0.74
14 H -1.53 -1.44 0.02
15 H 1.04 -2.10 -0.53
16 H -0.41 -1.16 -2.12
17 H 1.07 -0.30 -2.23

Calculated values
* LUMO level: 0.7 eV
* M: 131.20 g mol⁻¹
* multiplicity: 1
* charge: 0
* gap between HOMO and LUMO: 9.58 eV
* SMILES string: O[C@@H]1[C@@H]2CSC[C@H]1N2
* HOMO energy: -0.325 hartree
* ΔE to the lowest compared entry with this formula, charge and spin: 196.5 kJ/mol

Atom charges from the Mulliken analysis, given in e for atoms 1 to 6: atom 1 (S): -0.186, atom 2 (O): -0.608, atom 3 (N): -0.516, atom 4 (C): -0.802, atom 5 (C): 0.022, atom 6 (C): -0.878

No. 4
Below is 3 unconnected molecules or ions with the total composition C5H9NOS, with properties calculated with ωB97M-V/def2-TZVPD.

Atoms and positions in Å:
1 S 0.07 2.05 -0.81
2 O -0.72 -1.20 1.46
3 N -0.93 -0.68 -1.62
4 C 1.09 1.70 0.58
5 C 0.27 -0.61 -0.69
6 C -0.98 0.15 1.30
7 C 0.27 -1.76 0.33
8 C 0.07 0.61 0.16
9 H -0.19 -0.95 -3.17
10 H -1.99 0.31 0.71
11 H 1.19 -0.50 -1.21
12 H 2.02 1.32 0.15
13 H -0.79 0.78 2.16
14 H -0.08 -2.62 -0.06
15 H 0.88 2.55 1.43
16 H -1.46 0.73 -1.59
17 H 1.28 -1.88 0.86

Calculated values
* LUMO level: -0.5 eV
* M: 131.20 g mol⁻¹
* multiplicity: 1
* charge: 0
* gap between HOMO and LUMO: 8.45 eV
* HOMO energy: -0.330 hartree
* ΔE to the lowest compared entry with this formula, charge and spin: 878.9 kJ/mol

Atom charges from the Mulliken analysis, given in e for atoms 1 to 6: atom 1 (S): -0.128, atom 2 (O): -0.436, atom 3 (N): -0.716, atom 4 (C): -0.837, atom 5 (C): 0.580, atom 6 (C): -0.243

No. 5
Below is a single C5H9NOS molecule, with properties calculated with ωB97M-V/def2-TZVPD.

Atoms and positions in Å:
1 S 2.22 -0.08 1.31
2 O -1.81 0.40 -1.59
3 N -1.24 -0.56 0.83
4 C -0.76 0.78 0.43
5 C -1.60 1.42 -0.65
6 C 1.32 -0.99 0.01
7 C -0.81 -0.55 -1.56
8 C -0.16 -0.46 -0.17
9 H 1.91 -0.88 -0.90
10 H -1.07 2.24 -1.16
11 H -1.33 -1.55 -1.71
12 H 2.61 0.89 0.48
13 H 1.27 -2.01 0.39
14 H -0.01 -0.33 -2.26
15 H -2.54 1.80 -0.18
16 H -0.34 1.43 1.17
17 H -0.83 -0.77 1.78

Calculated values
* LUMO level: 0.7 eV
* M: 131.20 g mol⁻¹
* multiplicity: 1
* charge: 0
* gap between HOMO and LUMO: 9.73 eV
* SMILES string: SC[C@]12COC[C@H]1N2
* HOMO energy: -0.332 hartree
* ΔE to the lowest compared entry with this formula, charge and spin: 229.1 kJ/mol

Atom charges from the Mulliken analysis, given in e for atoms 1 to 6: atom 1 (S): -0.232, atom 2 (O): -0.379, atom 3 (N): -0.723, atom 4 (C): -0.202, atom 5 (C): -0.607, atom 6 (C): -0.818

No. 6
Below is 2 unconnected molecules or ions with the total composition C5H9NOS, with properties calculated with ωB97M-V/def2-TZVPD.

Atoms and positions in Å:
1 S -1.59 0.37 -0.65
2 O 2.09 1.72 -0.02
3 N 0.40 0.28 1.63
4 C -1.44 -1.41 0.11
5 C 0.02 0.32 -0.91
6 C 0.61 -0.32 0.39
7 C 0.03 -1.71 0.29
8 C 1.51 0.53 -0.53
9 H -1.63 -2.15 -0.78
10 H 2.10 0.28 -1.49
11 H -0.65 0.22 2.00
12 H -2.20 -1.75 0.87
13 H 0.18 -2.29 1.37
14 H 0.31 -0.34 -1.68
15 H 0.43 -2.45 -0.41
16 H 2.19 1.17 1.35
17 H 0.69 1.25 1.79

Calculated values
* LUMO level: -0.2 eV
* M: 131.20 g mol⁻¹
* multiplicity: 1
* charge: 0
* gap between HOMO and LUMO: 8.21 eV
* HOMO energy: -0.310 hartree
* ΔE to the lowest compared entry with this formula, charge and spin: 760.8 kJ/mol

Atom charges from the Mulliken analysis, given in e for atoms 1 to 6: atom 1 (S): -0.242, atom 2 (O): -0.610, atom 3 (N): -0.782, atom 4 (C): -0.563, atom 5 (C): -0.245, atom 6 (C): 0.780

No. 7
Below is 2 unconnected molecules or ions with the total composition C5H9NOS, with properties calculated with ωB97M-V/def2-TZVPD.

Atoms and positions in Å:
1 S 0.40 1.34 0.15
2 O -0.26 2.68 0.32
3 N 0.54 -0.84 1.73
4 C -0.44 -1.51 -1.19
5 C 2.04 1.50 0.54
6 C -0.57 -0.19 -1.74
7 C -1.78 -0.73 -1.00
8 C 0.10 0.36 1.67
9 H -0.55 0.10 -2.79
10 H 2.60 2.46 0.16
11 H 0.53 -1.39 2.58
12 H -2.77 -1.06 -1.42
13 H -0.02 -1.60 -0.28
14 H -0.17 1.05 2.61
15 H 2.57 0.56 0.65
16 H -0.29 -2.31 -1.99
17 H -1.94 -0.42 0.00

Calculated values
* LUMO level (alpha / beta): -0.9 / 0.2 eV
* M: 131.20 g mol⁻¹
* multiplicity: 1
* charge: 0
* gap between HOMO and LUMO (alpha / beta): 6.69 / 8.56 eV
* HOMO energy (alpha / beta): -0.279 / -0.308 hartree
* ΔE to the lowest compared entry with this formula, charge and spin: 799.0 kJ/mol

Atom charges from the Mulliken analysis, given in e for atoms 1 to 6: atom 1 (S): 0.635, atom 2 (O): -0.648, atom 3 (N): -0.525, atom 4 (C): -0.263, atom 5 (C): -0.737, atom 6 (C): -0.300

No. 8
Below is a single C5H9NOS molecule, with properties calculated with ωB97M-V/def2-TZVPD.

Atoms and positions in Å:
1 S -3.34 -1.19 0.06
2 O 2.04 -0.08 0.39
3 N -1.54 0.74 0.41
4 C 0.74 -0.17 0.92
5 C 2.38 -1.17 -0.42
6 C -2.81 0.36 0.15
7 C -0.68 1.58 -0.40
8 C -0.34 0.14 -0.09
9 H 1.79 -1.21 -1.37
10 H -3.49 1.22 0.03
11 H 2.25 -2.14 0.10
12 H -0.18 2.38 0.13
13 H 0.57 -1.15 1.36
14 H 3.42 -1.05 -0.67
15 H -0.49 -0.59 -0.87
16 H -1.00 1.80 -1.43
17 H 0.67 0.53 1.72

Calculated values
* LUMO level: 0.3 eV
* M: 131.20 g mol⁻¹
* multiplicity: 1
* charge: 0
* gap between HOMO and LUMO: 8.99 eV
* SMILES string: COC[C@@H]1CN1C=S
* HOMO energy: -0.319 hartree
* ΔE to the lowest compared entry with this formula, charge and spin: 257.2 kJ/mol

Atom charges from the Mulliken analysis, given in e for atoms 1 to 6: atom 1 (S): -0.290, atom 2 (O): -0.335, atom 3 (N): -0.219, atom 4 (C): -0.811, atom 5 (C): -0.689, atom 6 (C): -0.132

No. 9
Below is a molecular structure, C5H9NOS, with properties calculated with ωB97M-V/def2-TZVPD.

Atoms and positions in Å:
1 S 2.99 -1.27 0.14
2 O -2.57 -0.80 0.72
3 N 0.43 -0.25 -0.22
4 C 1.79 -0.19 -0.12
5 C 2.07 1.19 0.33
6 C -1.69 -0.51 -0.40
7 C -0.58 -1.30 -0.19
8 C -0.58 0.71 -0.16
9 H 1.72 1.31 1.48
10 H -0.91 -1.77 0.84
11 H -0.22 -2.22 -0.83
12 H -3.43 -0.56 0.47
13 H -0.55 1.60 -0.90
14 H -2.05 -0.43 -1.52
15 H 1.18 2.01 -0.28
16 H 3.29 1.34 -0.16
17 H -0.91 1.14 0.79

Calculated values
* LUMO level: 0.5 eV
* M: 131.20 g mol⁻¹
* multiplicity: 1
* charge: 0
* gap between HOMO and LUMO: 8.69 eV
* HOMO energy: -0.301 hartree
* ΔE to the lowest compared entry with this formula, charge and spin: 558.2 kJ/mol

Atom charges from the Mulliken analysis, given in e for atoms 1 to 6: atom 1 (S): -0.307, atom 2 (O): -0.497, atom 3 (N): 0.148, atom 4 (C): 0.404, atom 5 (C): -0.819, atom 6 (C): 0.237

No. 10
Below is a gas-phase ion, C5H9NP (charge +1), with properties calculated with ωB97M-V/def2-TZVPD.

Atoms and positions in Å:
1 P 0.31 -0.28 -2.17
2 N 1.50 -0.81 0.41
3 C -1.34 -0.51 -2.15
4 C 0.30 1.57 0.42
5 C -1.06 -0.67 0.12
6 C 0.29 -0.19 -0.25
7 C -1.98 -0.70 -0.88
8 H 1.90 -0.31 1.14
9 H -3.05 -1.02 -0.75
10 H -2.07 -0.50 -3.06
11 H 1.28 2.10 0.08
12 H 1.03 -1.71 0.67
13 H -0.53 2.15 0.00
14 H -1.31 -0.67 1.11
15 H 2.02 -0.90 -0.48
16 H 0.38 1.48 1.44

Calculated values
* LUMO level: -4.8 eV
* M: 114.11 g mol⁻¹
* multiplicity: 1
* charge: +1
* gap between HOMO and LUMO: 7.93 eV
* SMILES string: C[C@@]1([NH3+])C=CC=P1
* HOMO energy: -0.470 hartree
* ΔE to the lowest compared entry with this formula, charge and spin: 182.8 kJ/mol

Atom charges from the Mulliken analysis, given in e for atoms 1 to 6: atom 1 (P): -0.070, atom 2 (N): -0.080, atom 3 (C): -0.143, atom 4 (C): -1.109, atom 5 (C): -0.753, atom 6 (C): -0.054

Repeat the tenth record exactly.
Below is a gas-phase ion, C5H9NP (charge +1), with properties calculated with ωB97M-V/def2-TZVPD.

Atoms and positions in Å:
1 P 0.31 -0.28 -2.17
2 N 1.50 -0.81 0.41
3 C -1.34 -0.51 -2.15
4 C 0.30 1.57 0.42
5 C -1.06 -0.67 0.12
6 C 0.29 -0.19 -0.25
7 C -1.98 -0.70 -0.88
8 H 1.90 -0.31 1.14
9 H -3.05 -1.02 -0.75
10 H -2.07 -0.50 -3.06
11 H 1.28 2.10 0.08
12 H 1.03 -1.71 0.67
13 H -0.53 2.15 0.00
14 H -1.31 -0.67 1.11
15 H 2.02 -0.90 -0.48
16 H 0.38 1.48 1.44

Calculated values
* LUMO level: -4.8 eV
* M: 114.11 g mol⁻¹
* multiplicity: 1
* charge: +1
* gap between HOMO and LUMO: 7.93 eV
* SMILES string: C[C@@]1([NH3+])C=CC=P1
* HOMO energy: -0.470 hartree
* ΔE to the lowest compared entry with this formula, charge and spin: 182.8 kJ/mol

Atom charges from the Mulliken analysis, given in e for atoms 1 to 6: atom 1 (P): -0.070, atom 2 (N): -0.080, atom 3 (C): -0.143, atom 4 (C): -1.109, atom 5 (C): -0.753, atom 6 (C): -0.054

What did the ninth record say?
Below is a molecular structure, C5H9NOS, with properties calculated with ωB97M-V/def2-TZVPD.

Atoms and positions in Å:
1 S 2.99 -1.27 0.14
2 O -2.57 -0.80 0.72
3 N 0.43 -0.25 -0.22
4 C 1.79 -0.19 -0.12
5 C 2.07 1.19 0.33
6 C -1.69 -0.51 -0.40
7 C -0.58 -1.30 -0.19
8 C -0.58 0.71 -0.16
9 H 1.72 1.31 1.48
10 H -0.91 -1.77 0.84
11 H -0.22 -2.22 -0.83
12 H -3.43 -0.56 0.47
13 H -0.55 1.60 -0.90
14 H -2.05 -0.43 -1.52
15 H 1.18 2.01 -0.28
16 H 3.29 1.34 -0.16
17 H -0.91 1.14 0.79

Calculated values
* LUMO level: 0.5 eV
* M: 131.20 g mol⁻¹
* multiplicity: 1
* charge: 0
* gap between HOMO and LUMO: 8.69 eV
* HOMO energy: -0.301 hartree
* ΔE to the lowest compared entry with this formula, charge and spin: 558.2 kJ/mol

Atom charges from the Mulliken analysis, given in e for atoms 1 to 6: atom 1 (S): -0.307, atom 2 (O): -0.497, atom 3 (N): 0.148, atom 4 (C): 0.404, atom 5 (C): -0.819, atom 6 (C): 0.237